A cluster of 7 separate species, C41H44F13N7O2 in total at a distorted geometry. Source: the OMol25 dataset; level of theory: ωB97M-V/def2-TZVPD.

Properties
Structure (SMILES)   O=C(O)N(CCc1ccccc1)CCC(F)(F)C(F)(F)C(F)(F)C(F)(F)C(F)(F)C(F)(F)F.c1cc[nH]c1.c1cc[nH]c1.c1cc[nH]c1.c1cc[nH]c1.c1cc[nH]c1.c1cc[nH]c1
Maximum force   5.23 eV/Å
HOMO level   -0.2984 Eh
Calculated total energy   -93074.56962 eV

Atoms and positions in Å:
O  -3.332  6.371  0.256
C  -2.262  5.701  0.144
O  -1.208  6.305  -0.605
N  -2.206  4.372  0.773
C  -2.814  3.310  -0.085
C  -1.856  2.723  -1.234
C  -2.555  2.538  -2.664
C  -4.057  2.727  -2.983
C  -4.560  2.548  -4.464
C  -3.560  2.175  -5.617
C  -2.040  1.933  -5.309
C  -1.590  2.124  -3.842
C  -0.838  4.029  1.260
C  -0.729  2.642  2.053
C  -1.169  2.703  3.588
F  -0.827  3.903  4.265
F  -2.615  2.628  3.622
C  -0.673  1.383  4.411
F  -1.618  1.248  5.490
F  -0.846  0.242  3.585
C  0.793  1.537  5.046
F  0.629  2.375  6.205
F  1.694  2.276  4.196
C  1.439  0.164  5.596
F  0.389  -0.729  6.009
F  2.137  0.498  6.792
C  2.325  -0.637  4.525
F  2.169  -2.036  4.843
F  1.912  -0.490  3.180
C  3.900  -0.348  4.583
F  4.491  -1.179  3.570
F  4.274  0.971  4.262
F  4.525  -0.717  5.792
H  -1.567  6.407  -1.526
H  -3.816  3.722  -0.462
H  -3.089  2.437  0.622
H  -1.551  1.658  -0.890
H  -0.892  3.309  -1.408
H  -4.800  2.993  -2.165
H  -5.665  2.726  -4.682
H  -3.903  2.070  -6.699
H  -1.259  1.635  -6.081
H  -0.475  1.950  -3.596
H  -0.025  4.052  0.435
H  -0.533  4.877  1.989
H  -1.276  1.762  1.576
H  0.394  2.354  2.048
C  -1.944  -1.304  -9.291
C  -1.817  -2.521  -8.577
C  -2.027  -2.240  -7.248
N  -2.271  -0.898  -7.134
C  -2.228  -0.320  -8.375
H  -1.841  -1.163  -10.357
H  -1.597  -3.495  -8.989
H  -2.022  -2.877  -6.377
H  -2.455  -0.410  -6.270
H  -2.401  0.739  -8.498
C  -3.978  -5.746  -12.613
C  -4.562  -6.333  -11.463
C  -4.415  -5.440  -10.429
N  -3.761  -4.338  -10.912
C  -3.495  -4.514  -12.243
H  -3.918  -6.177  -13.602
H  -5.037  -7.301  -11.399
H  -4.719  -5.494  -9.395
H  -3.514  -3.524  -10.371
H  -2.985  -3.751  -12.811
C  1.517  6.851  7.208
C  0.941  7.418  6.044
C  1.038  6.482  5.043
N  1.655  5.373  5.559
C  1.945  5.588  6.880
H  1.607  7.315  8.179
H  0.504  8.401  5.949
H  0.722  6.510  4.011
H  1.861  4.531  5.047
H  2.432  4.826  7.470
C  8.034  -4.473  7.728
C  6.794  -4.651  8.389
C  5.863  -3.888  7.726
N  6.498  -3.252  6.692
C  7.820  -3.607  6.683
H  8.979  -4.928  7.987
H  6.602  -5.270  9.253
H  4.808  -3.743  7.901
H  6.060  -2.622  6.040
H  8.494  -3.213  5.937
C  0.607  -1.238  -2.913
C  2.023  -1.199  -2.979
C  2.491  -1.151  -1.688
N  1.410  -1.155  -0.846
C  0.258  -1.213  -1.585
H  -0.080  -1.281  -3.746
H  2.631  -1.206  -3.871
H  3.497  -1.113  -1.298
H  1.456  -1.121  0.159
H  -0.708  -1.230  -1.103
C  0.306  -5.474  2.321
C  -0.286  -6.060  3.467
C  -0.149  -5.166  4.501
N  0.508  -4.064  4.023
C  0.784  -4.241  2.693
H  0.374  -5.905  1.333
H  -0.760  -7.028  3.528
H  -0.461  -5.220  5.533
H  0.750  -3.248  4.564
H  1.298  -3.477  2.129

Cartesian forces (eV/Å) of the 2 atoms listed first:
O 4.19 -2.96 -0.59
C -4.49 2.68 0.14

Löwdin population analysis, charges in e, atoms 1 to 99: atom 1 (O): 0.0723, atom 2 (C): -0.4011, atom 3 (O): 0.0372, atom 4 (N): -0.0774, atom 5 (C): -0.1551, atom 6 (C): -0.1427, atom 7 (C): -0.1557, atom 8 (C): -0.0227, atom 9 (C): -0.0514, atom 10 (C): -0.0741, atom 11 (C): -0.0893, atom 12 (C): -0.0349, atom 13 (C): -0.1566, atom 14 (C): -0.0495, atom 15 (C): -0.2759, atom 16 (F): 0.0678, atom 17 (F): 0.0409, atom 18 (C): -0.2042, atom 19 (F): 0.0763, atom 20 (F): 0.0821, atom 21 (C): -0.1635, atom 22 (F): 0.0806, atom 23 (F): 0.0648, atom 24 (C): -0.1732, atom 25 (F): 0.0888, atom 26 (F): 0.1038, atom 27 (C): -0.1718, atom 28 (F): 0.0603, atom 29 (F): 0.0990, atom 30 (C): -0.3070, atom 31 (F): 0.0843, atom 32 (F): 0.1191, atom 33 (F): 0.1115, atom 34 (H): 0.1371, atom 35 (H): 0.1216, atom 36 (H): 0.1305, atom 37 (H): 0.1136, atom 38 (H): 0.1122, atom 39 (H): 0.0842, atom 40 (H): 0.0860, atom 41 (H): 0.0789, atom 42 (H): 0.0869, atom 43 (H): 0.1002, atom 44 (H): 0.1294, atom 45 (H): 0.1398, atom 46 (H): 0.1209, atom 47 (H): 0.1367, atom 48 (C): -0.1184, atom 49 (C): -0.1305, atom 50 (C): -0.1301, atom 51 (N): 0.0112, atom 52 (C): -0.1452, atom 53 (H): 0.0925, atom 54 (H): 0.0917, atom 55 (H): 0.1084, atom 56 (H): 0.1077, atom 57 (H): 0.1006, atom 58 (C): -0.1193, atom 59 (C): -0.1190, atom 60 (C): -0.1423, atom 61 (N): 0.0063, atom 62 (C): -0.1436, atom 63 (H): 0.0887, atom 64 (H): 0.0887, atom 65 (H): 0.1050, atom 66 (H): 0.1116, atom 67 (H): 0.1037, atom 68 (C): -0.1111, atom 69 (C): -0.1095, atom 70 (C): -0.1464, atom 71 (N): -0.0006, atom 72 (C): -0.1418, atom 73 (H): 0.0910, atom 74 (H): 0.0920, atom 75 (H): 0.0993, atom 76 (H): 0.1123, atom 77 (H): 0.1051, atom 78 (C): -0.1149, atom 79 (C): -0.1145, atom 80 (C): -0.1442, atom 81 (N): -0.0007, atom 82 (C): -0.1419, atom 83 (H): 0.0906, atom 84 (H): 0.0907, atom 85 (H): 0.1036, atom 86 (H): 0.1195, atom 87 (H): 0.1047, atom 88 (C): -0.1178, atom 89 (C): -0.1097, atom 90 (C): -0.1400, atom 91 (N): 0.0007, atom 92 (C): -0.1481, atom 93 (H): 0.0862, atom 94 (H): 0.0930, atom 95 (H): 0.1060, atom 96 (H): 0.1301, atom 97 (H): 0.1045, atom 98 (C): -0.1116, atom 99 (C): -0.1119